Here is a cluster of 2 separate species, C9H17Cl3NOS in total from the Open Molecules 2025 dataset. Energies are from ωB97M-V/def2-TZVPD.

```
32
Properties=species:S:1:pos:R:3:nbo_charge:R:1
O 2.29506 -2.68119 -2.46521 -0.456
C 1.97964 -1.60279 -2.12716 0.572
Cl 2.95211 -0.64165 -0.99011 -0.088
C 0.71034 -0.85500 -2.48399 -0.513
C -0.16604 -0.63951 -1.24222 -0.230
C -0.98067 -1.89674 -0.83891 -0.443
C -2.49448 -1.70947 -0.83635 -0.223
N -2.95418 -0.41283 -0.17446 -0.518
C -1.89348 0.67125 -0.09964 -0.171
S -2.74575 2.23537 0.23410 0.018
C -1.06813 0.58862 -1.37104 -0.433
H 0.20059 -1.42735 -3.26319 0.238
H 0.99816 0.11797 -2.88862 0.254
H 0.50581 -0.41336 -0.41032 0.250
H -0.64900 -2.27548 0.12949 0.234
H -0.79443 -2.70341 -1.55265 0.255
H -2.98288 -2.52282 -0.30373 0.243
H -2.89914 -1.69118 -1.84676 0.225
H -3.32385 -0.58012 0.76307 0.444
H -3.73758 -0.04124 -0.71597 0.437
H -1.26541 0.42539 0.75742 0.245
H -1.93665 2.59926 1.23671 0.175
H -1.72754 0.52173 -2.24602 0.213
H -0.48100 1.50125 -1.46794 0.264
Cl 1.45967 1.64562 1.41131 -0.112
C 3.01991 1.63336 2.29426 -0.365
C 2.81865 1.58083 3.78691 -0.396
Cl 2.06630 3.06792 4.41050 -0.044
H 3.55424 2.53054 1.99473 0.236
H 3.56865 0.75449 1.96104 0.229
H 3.78689 1.47524 4.27292 0.237
H 2.18422 0.74531 4.07180 0.222
```

## Properties
LUMO   -3.326 eV
Net charge   +1
HOMO energy   -13.15 eV
Maximum force   0.8 eV Å⁻¹



Here is a cluster of 2 separate species, C9H17F3O6SSi in total at a distorted geometry from the Open Molecules 2025 dataset. Energies are from ωB97M-V/def2-TZVPD.

```
37
Properties=species:S:1:pos:R:3:nbo_charge:R:1
C 0.80902 2.01440 2.95399 -1.114
Si -0.31907 0.54372 2.30714 1.596
C -0.60278 0.68820 0.37604 -1.111
C 0.59361 -1.10990 2.68494 -1.144
C -2.05880 0.71952 3.11392 -0.344
C -3.04277 -0.58353 3.26056 -0.130
O -4.45952 -0.15769 3.00826 -0.649
S -4.40609 1.12471 1.83698 2.281
O -4.69302 0.53734 0.41019 -0.818
O -5.41584 2.20421 2.35330 -0.814
O -2.77392 1.55088 2.09134 -0.689
H 0.12259 2.75289 3.56172 0.244
H 1.65200 1.55123 3.65700 0.244
H 1.28205 2.48697 1.98659 0.254
H 0.29290 0.10622 -0.12631 0.244
H -1.60660 0.12427 0.13898 0.254
H -0.61053 1.81852 0.05680 0.254
H -0.00852 -1.87758 3.33383 0.247
H 0.89630 -1.60526 1.64200 0.258
H 1.60548 -0.81566 3.23728 0.250
H -2.02090 1.47984 4.02657 0.234
H -2.98819 -0.80066 4.42837 0.224
H -2.82561 -1.55788 2.62825 0.224
C 1.65738 -1.73195 -5.58439 -0.638
C 1.35842 -0.41398 -4.89414 -0.079
O 1.57286 -0.52746 -3.47872 -0.480
C 2.86733 -0.38464 -3.05120 0.683
O 3.81646 -0.17513 -3.80169 -0.524
C 2.94419 -0.47718 -1.52791 0.902
F 2.19470 -1.49887 -1.02257 -0.312
F 2.49419 0.65896 -0.92179 -0.311
F 4.21192 -0.67654 -1.06900 -0.302
H 1.07600 -2.54277 -5.13381 0.216
H 1.41828 -1.67373 -6.64984 0.224
H 2.71298 -2.00135 -5.48002 0.223
H 0.30386 -0.15710 -5.03638 0.201
H 1.94964 0.40697 -5.31626 0.201
```

## Properties
Structure (SMILES)   C[Si](C)(C)[C@@H]1COS(=O)(=O)O1.CCOC(=O)C(F)(F)F
LUMO   0.093 eV
Net charge   0
ΔE to the lowest compared entry with this formula, charge and spin   4.187 eV
HOMO energy   -10.69 eV
Maximum force   6.6 eV Å⁻¹